Record 1
Computed, not measured: one molecule with the formula C4N6, with ωB97M-V/def2-TZVPD.

Last column: Mulliken charge in e.
Atoms and positions in Å:
C (-1.324, 0.809, -0.876)  0.344
C (-1.422, -0.811, 0.793)  0.402
C (1.418, 0.863, 0.732)  0.376
C (1.396, -0.817, -0.829)  0.363
N (-1.948, 1.569, -1.485)  -0.337
N (-1.890, -1.584, 1.520)  -0.349
N (1.849, 1.560, 1.527)  -0.349
N (1.918, -1.581, -1.510)  -0.342
N (-0.728, 0.060, 0.050)  -0.061
N (0.740, -0.057, 0.059)  -0.046

Results
* total charge: 0
* DFT total energy: -13082.91856 eV
* structure (SMILES): N#CN(C#N)N(C#N)C#N
* HOMO energy: -0.4412 Ha
* orbital gap: 10.46 eV

=====

Record 2
Computed, not measured: C28H36BiCl2NO2P2S3 as an isolated structure, with ωB97M-V/def2-TZVPD.

Last column: Mulliken charge in e.
Atoms and positions in Å:
Bi (0.733, 0.187, 0.899)  1.870
O (-1.761, -0.122, 0.323)  -0.591
S (-3.265, -0.352, 0.340)  -0.161
C (-3.619, -1.589, -0.937)  -0.936
C (-2.809, -2.877, -0.878)  -0.958
C (-1.397, -2.735, -1.456)  0.453
C (-0.468, -3.827, -0.943)  -0.981
S (1.262, -3.313, -0.844)  -0.097
O (1.219, -1.956, -0.159)  -0.371
C (1.606, -2.956, -2.559)  0.431
C (1.325, -3.889, -3.550)  -0.571
C (1.695, -3.613, -4.857)  -0.607
C (2.357, -2.430, -5.161)  -0.607
C (2.656, -1.521, -4.158)  -0.384
C (2.284, -1.782, -2.846)  -0.184
C (-3.611, -1.303, 1.801)  0.692
C (-4.928, -1.365, 2.236)  -0.611
C (-5.226, -2.109, 3.368)  -0.651
C (-4.213, -2.758, 4.059)  -0.551
C (-2.897, -2.669, 3.625)  -0.909
C (-2.588, -1.940, 2.488)  -0.337
H (-3.493, -1.058, -1.884)  0.458
H (-4.689, -1.774, -0.811)  0.587
H (-3.362, -3.646, -1.421)  0.532
H (-2.763, -3.220, 0.159)  0.362
H (-0.986, -1.771, -1.158)  -0.424
H (-1.429, -2.752, -2.546)  0.433
H (-0.492, -4.747, -1.528)  0.523
H (-0.698, -4.098, 0.090)  0.443
H (0.834, -4.827, -3.321)  0.355
H (1.476, -4.329, -5.637)  0.427
H (2.654, -2.227, -6.181)  0.414
H (3.201, -0.613, -4.386)  0.436
H (2.540, -1.094, -2.052)  0.296
H (-5.711, -0.835, 1.706)  0.476
H (-6.248, -2.170, 3.717)  0.428
H (-4.451, -3.330, 4.946)  0.419
H (-2.111, -3.171, 4.175)  0.468
H (-1.566, -1.862, 2.136)  0.636
Cl (0.255, -0.262, 4.447)  -0.076
C (1.812, -1.095, 4.671)  -0.429
Cl (2.818, -0.986, 3.213)  -0.008
H (1.610, -2.139, 4.878)  0.375
H (2.337, -0.619, 5.490)  0.405
C (-0.103, 3.562, 2.868)  -1.238
P (1.215, 2.703, 1.964)  1.051
C (2.637, 2.678, 3.078)  -1.322
C (1.659, 3.750, 0.547)  0.845
C (2.417, 4.901, 0.742)  -0.805
C (2.773, 5.700, -0.335)  -0.850
C (2.378, 5.355, -1.617)  -0.914
C (1.621, 4.212, -1.826)  -0.660
C (1.256, 3.406, -0.752)  0.405
P (0.213, 1.956, -1.050)  0.765
C (-1.486, 2.571, -1.143)  -1.280
C (0.601, 1.301, -2.687)  -1.394
H (0.238, 4.553, 3.170)  0.411
H (-0.369, 2.990, 3.757)  0.421
H (-0.986, 3.671, 2.240)  0.357
H (2.898, 3.688, 3.393)  0.502
H (3.486, 2.214, 2.577)  0.354
H (2.377, 2.093, 3.960)  0.355
H (2.742, 5.183, 1.735)  0.344
H (3.367, 6.589, -0.170)  0.438
H (2.665, 5.972, -2.458)  0.449
H (1.330, 3.950, -2.834)  0.355
H (-1.501, 3.421, -1.827)  0.502
H (-1.838, 2.892, -0.164)  0.289
H (-2.143, 1.787, -1.514)  0.370
H (0.257, 1.994, -3.457)  0.630
H (0.095, 0.344, -2.819)  0.373
H (1.677, 1.152, -2.779)  0.209
S (4.349, 1.433, -1.819)  -0.294
C (3.470, 0.942, -0.598)  0.509
N (2.812, 0.580, 0.326)  -0.649

Results
* ΔE to the lowest compared entry with this formula, charge and spin: 21.18 kJ/mol
* total charge: +2
* DFT total energy: -117160.68443 eV
* HOMO energy: -0.5045 Ha
* orbital gap: 8.31 eV

=====

Record 3
Computed, not measured: a 12-piece molecular cluster, C18H60N4O20 overall, with ωB97M-V/def2-TZVPD.

Last column: Mulliken charge in e.
Atoms and positions in Å:
C (1.410, -0.253, -0.637)  0.361
O (2.121, -1.146, -0.099)  -0.728
N (0.074, -0.393, -0.840)  0.466
N (1.966, 0.853, -1.082)  0.172
H (-0.449, -1.225, -0.591)  -0.095
H (-0.282, 0.357, -1.475)  0.052
H (1.348, 1.486, -1.556)  -0.127
H (2.971, 0.873, -1.224)  0.114
C (-2.613, -1.348, -2.260)  0.571
O (-2.530, -0.217, -2.766)  -0.703
N (-3.035, -1.553, -0.970)  -0.178
N (-2.407, -2.438, -3.050)  -0.449
H (-2.809, -2.327, -0.401)  0.258
H (-2.957, -0.653, -0.427)  0.240
H (-1.927, -2.319, -3.883)  0.303
H (-2.146, -3.268, -2.514)  0.049
O (3.853, 2.974, -0.050)  -0.521
H (4.309, 2.145, 0.176)  0.350
H (3.741, 3.325, 0.858)  0.345
O (1.159, -2.163, 2.494)  -0.756
H (1.325, -1.604, 1.696)  0.210
H (0.620, -1.555, 3.100)  0.345
C (0.055, -4.566, -1.473)  -0.666
C (0.441, -4.261, 0.009)  -0.270
O (-0.354, -3.205, 0.430)  -0.249
O (-1.320, -4.823, -1.590)  -0.643
H (0.727, -5.346, -1.839)  0.332
H (0.343, -3.671, -2.071)  0.302
H (1.522, -4.118, -0.037)  0.273
H (0.254, -5.074, 0.715)  0.355
H (-0.152, -2.868, 1.312)  0.402
H (-1.643, -5.472, -0.960)  0.465
C (5.813, -0.377, 1.449)  -0.229
C (5.179, -1.701, 1.783)  -0.687
O (4.109, -1.466, 2.751)  -0.480
O (4.851, 0.377, 0.621)  -0.494
H (6.853, -0.574, 1.052)  0.382
H (5.943, 0.152, 2.401)  0.211
H (6.076, -2.302, 2.200)  0.318
H (4.819, -2.184, 0.885)  0.350
H (3.318, -1.973, 2.405)  0.277
H (4.091, -0.270, 0.664)  0.183
C (-3.672, 2.361, 2.554)  -0.395
C (-3.725, 0.852, 2.342)  -0.732
O (-2.753, 0.402, 1.426)  -0.242
O (-4.145, 3.278, 1.570)  -0.732
H (-2.607, 2.617, 2.740)  0.192
H (-4.226, 2.477, 3.485)  0.465
H (-4.652, 0.478, 1.978)  0.401
H (-3.493, 0.463, 3.340)  0.408
H (-3.078, 0.765, 0.552)  -0.095
H (-3.300, 3.444, 1.145)  0.560
C (-5.155, 1.901, -1.581)  -0.771
C (-4.120, 2.840, -2.249)  -0.647
O (-2.824, 2.306, -2.238)  -0.772
O (-4.927, 1.509, -0.250)  -0.416
H (-5.255, 0.975, -2.158)  0.407
H (-6.123, 2.435, -1.673)  0.360
H (-4.065, 3.705, -1.639)  0.487
H (-4.496, 3.015, -3.342)  0.298
H (-2.844, 1.332, -2.432)  0.513
H (-4.820, 2.217, 0.407)  0.308
C (4.479, 2.878, -4.316)  -0.487
C (3.089, 2.578, -4.702)  -0.265
O (2.294, 3.095, -3.574)  -0.315
O (4.659, 4.321, -4.374)  -0.563
H (5.184, 2.495, -5.031)  0.380
H (4.640, 2.508, -3.299)  0.162
H (2.852, 1.532, -4.862)  0.356
H (2.908, 3.230, -5.631)  0.249
H (1.325, 2.938, -3.667)  0.140
H (4.387, 4.729, -3.533)  0.323
C (-3.447, -5.162, 2.026)  -0.367
C (-3.779, -5.836, 0.683)  -0.574
O (-2.638, -6.482, 0.140)  -0.549
O (-2.716, -3.992, 1.852)  -0.441
H (-3.039, -5.950, 2.631)  0.340
H (-4.435, -4.952, 2.439)  0.335
H (-4.094, -5.012, 0.043)  0.263
H (-4.600, -6.591, 0.711)  0.335
H (-2.268, -7.047, 0.825)  0.304
H (-2.013, -3.890, 1.177)  0.264
C (-0.185, 3.315, 0.119)  0.212
C (0.190, 3.577, -1.289)  -0.641
O (-0.139, 2.553, -2.136)  -0.763
O (-1.601, 3.231, 0.233)  -0.413
H (0.067, 4.116, 0.790)  0.492
H (0.218, 2.329, 0.366)  -0.218
H (1.334, 3.690, -1.286)  0.280
H (-0.226, 4.534, -1.563)  0.420
H (-1.061, 2.654, -2.465)  0.506
H (-1.971, 2.869, -0.612)  0.245
C (3.289, 1.418, 3.581)  0.331
C (2.484, 1.679, 4.798)  -0.753
O (1.117, 1.265, 4.657)  -0.501
O (2.829, 2.448, 2.657)  -0.617
H (3.115, 0.496, 3.129)  -0.003
H (4.276, 1.544, 3.837)  0.303
H (2.494, 2.711, 5.004)  0.392
H (2.974, 1.052, 5.617)  0.325
H (0.811, 1.931, 4.038)  0.262
H (2.816, 1.994, 1.801)  0.240

Results
* total charge: 0
* DFT total energy: -66548.27806 eV
* structure (SMILES): NC(N)=O.NC(N)=O.OCCO.OCCO.OCCO.OCCO.OCCO.OCCO.OCCO.OCCO.O.O
* HOMO energy: -0.3618 Ha
* orbital gap: 10.26 eV

=====

What did the first record say?
Computed, not measured: one molecule with the formula C4N6, with ωB97M-V/def2-TZVPD.

Last column: Mulliken charge in e.
Atoms and positions in Å:
C (-1.324, 0.809, -0.876)  0.344
C (-1.422, -0.811, 0.793)  0.402
C (1.418, 0.863, 0.732)  0.376
C (1.396, -0.817, -0.829)  0.363
N (-1.948, 1.569, -1.485)  -0.337
N (-1.890, -1.584, 1.520)  -0.349
N (1.849, 1.560, 1.527)  -0.349
N (1.918, -1.581, -1.510)  -0.342
N (-0.728, 0.060, 0.050)  -0.061
N (0.740, -0.057, 0.059)  -0.046

Results
* total charge: 0
* DFT total energy: -13082.91856 eV
* structure (SMILES): N#CN(C#N)N(C#N)C#N
* HOMO energy: -0.4412 Ha
* orbital gap: 10.46 eV